No. 1
The following is a quantum chemistry calculation of H2N2O2S in the gas phase at a distorted geometry, from the OMol25 dataset.

Summary:
**SMILES**: [H]/N=[N+](\[O-])OS
**Kohn-Sham gap**: 0.3268 Eh
**Electronic energy**: -659.19334 hartree
**Lowest unoccupied orbital energy**: -0.3480 eV
**Energy above the lowest of the compared OMol25 structures with the same formula, charge and spin**: 3.009 eV

```
7
H2N2O2S ωB97M-V with the def2-TZVPD basis set
H 2.15 -1.09 -0.44
N 1.23 -1.18 -0.09
N 0.78 -0.03 0.14
O 1.09 1.11 0.05
O -0.85 -0.33 0.49
S -1.89 0.32 -0.49
H -2.52 1.19 0.34
```

These are the Mulliken partial charges, in e, on atoms 1 to 5: number 1, H, carries 0.24; number 2, N, carries -0.50; number 3, N, carries 0.95; number 4, O, carries -0.49; number 5, O, carries -0.37

***

No. 2
The following is a quantum chemistry calculation of 2 unconnected molecules or ions with the total composition C2H8OS at a distorted geometry, from the OMol25 dataset.

Summary:
**SMILES**: CCO.S
**Kohn-Sham gap**: 0.3942 Eh
**Electronic energy**: -554.37906 hartree
**Lowest unoccupied orbital energy**: 0.8820 eV
**Energy above the lowest of the compared OMol25 structures with the same formula, charge and spin**: 1.056 eV

```
12
C2H8OS ωB97M-V with the def2-TZVPD basis set
C 2.64 2.96 2.92
C 2.19 2.10 1.78
O 2.41 0.68 1.90
H 2.17 2.69 3.89
H 3.76 2.84 3.21
H 2.36 4.04 2.88
H 2.75 2.45 0.77
H 1.11 2.23 1.67
H 2.38 0.46 0.97
S -3.53 -2.72 -3.20
H -2.47 -3.41 -3.55
H -3.55 -3.13 -1.96
```

These are the Mulliken partial charges, in e, on atoms 1 to 5: number 1, C, carries -1.02; number 2, C, carries -0.11; number 3, O, carries -0.51; number 4, H, carries 0.29; number 5, H, carries 0.26

***

Q: Which of these has the lowest electronic energy?
A: H2N2O2S